1.
DFT (ωB97M-V/def2-TZVPD) results for a 10-piece molecular cluster, C22H68N16O10 overall.

Values from the calculation:
2S+1: 2
HOMO (alpha / beta) in eV: -11.2 / -11.2
Kohn-Sham gap (alpha / beta) in eV: 9.03 / 3.39
Charge: +1
<S²>: 0.76

Each line ends with the Löwdin spin population.
Geometry (Å):
C  -2.518  3.053  1.601  0.000
C  -1.990  2.660  2.948  0.000
C  -2.885  2.949  4.173  0.000
O  -3.557  4.220  4.179  0.000
C  -2.811  5.390  4.171  0.000
N  -1.600  1.261  2.977  0.000
H  -2.017  2.492  0.812  0.000
H  -2.651  4.102  1.337  0.000
H  -3.536  2.718  1.402  0.000
H  -1.073  3.216  3.140  0.000
H  -2.634  2.695  5.203  0.000
H  -3.747  2.294  4.045  0.000
H  -2.156  5.506  5.035  0.000
H  -3.389  6.314  4.162  0.000
H  -2.051  5.344  3.391  0.000
H  -1.195  1.182  3.899  0.000
H  -2.419  0.684  2.852  0.000
C  -0.510  3.067  -3.469  0.037
C  0.891  2.572  -3.556  0.080
C  1.645  3.007  -2.255  0.001
O  3.054  3.314  -2.245  0.002
C  3.373  4.093  -3.396  0.003
N  0.839  1.117  -3.703  0.625
H  -1.044  2.636  -4.315  0.001
H  -0.625  4.147  -3.553  0.002
H  -0.943  2.694  -2.540  0.001
H  1.357  3.057  -4.413  0.030
H  1.422  2.286  -1.468  0.000
H  1.218  3.914  -1.826  0.000
H  2.608  4.863  -3.496  0.001
H  3.396  3.461  -4.283  0.001
H  4.365  4.498  -3.193  0.000
H  1.644  0.688  -3.269  0.012
H  0.880  0.852  -4.677  0.015
C  -3.160  1.044  -1.499  0.001
C  -4.040  -0.207  -1.090  0.000
C  -5.625  -0.062  -1.304  0.000
O  -5.957  0.938  -0.436  0.000
C  -7.224  1.434  -0.533  0.000
N  -3.582  -1.315  -1.898  0.001
H  -3.282  1.914  -0.854  0.000
H  -3.367  1.352  -2.524  0.000
H  -2.092  0.825  -1.482  0.000
H  -3.783  -0.681  -0.143  0.000
H  -6.189  -0.983  -1.158  0.000
H  -5.843  0.225  -2.333  0.000
H  -7.928  0.709  -0.124  0.000
H  -7.517  1.916  -1.465  0.000
H  -7.276  2.263  0.173  0.000
H  -2.686  -0.995  -2.236  0.000
H  -3.941  -1.400  -2.838  0.000
C  2.805  0.157  3.005  0.000
C  3.257  1.487  3.549  0.000
C  4.198  2.236  2.422  0.000
O  5.510  1.665  2.270  0.000
C  6.463  2.255  3.268  0.000
N  1.927  2.184  3.867  0.000
H  1.873  0.209  2.441  0.000
H  2.539  -0.529  3.809  0.000
H  3.530  -0.307  2.337  0.000
H  3.781  1.273  4.481  0.000
H  4.227  3.319  2.545  0.000
H  3.782  2.224  1.415  0.000
H  6.544  3.339  3.193  0.000
H  7.444  1.822  3.072  0.000
H  6.057  1.973  4.240  0.000
H  2.083  3.181  3.902  0.000
H  1.430  2.142  2.989  0.000
C  -3.437  -4.150  -0.072  0.000
O  -3.359  -5.197  0.486  0.000
N  -4.591  -3.712  -0.589  0.000
N  -2.399  -3.387  -0.308  0.000
H  -4.638  -2.782  -0.978  0.000
H  -5.406  -4.302  -0.503  0.000
H  -2.559  -2.562  -0.868  0.000
H  -1.524  -3.740  0.053  0.000
C  3.694  -3.701  1.517  0.000
O  3.830  -4.175  0.331  0.000
N  4.696  -3.175  2.104  0.000
N  2.615  -3.805  2.245  0.000
H  5.572  -3.128  1.604  0.000
H  4.510  -2.453  2.786  0.000
H  1.816  -3.931  1.640  0.000
H  2.693  -3.727  3.249  0.000
C  0.344  -5.379  0.328  0.000
O  0.221  -4.274  0.792  0.000
N  1.501  -5.959  0.191  0.000
N  -0.611  -6.160  0.092  0.000
H  2.345  -5.484  0.479  0.000
H  1.544  -6.854  -0.275  0.000
H  -0.504  -7.103  -0.255  0.000
H  -1.589  -5.962  0.249  0.000
C  3.792  -1.197  -2.974  0.007
O  3.551  -0.089  -3.416  0.070
N  4.915  -1.805  -3.233  0.003
N  3.034  -1.880  -2.167  0.004
H  5.092  -2.759  -2.953  0.001
H  5.703  -1.248  -3.531  0.000
H  3.215  -2.746  -1.680  0.000
H  2.312  -1.263  -1.822  0.000
C  0.346  -0.575  -0.114  0.001
O  0.611  -0.907  -1.248  0.015
N  0.366  -1.516  0.813  0.001
N  0.105  0.628  0.349  0.000
H  0.080  -1.228  1.738  0.000
H  0.382  -2.504  0.602  0.000
H  0.118  1.400  -0.302  0.000
H  -0.274  0.807  1.268  0.000
C  -0.756  -2.761  -3.654  0.006
O  -1.395  -3.338  -4.503  0.019
N  0.002  -3.293  -2.707  0.014
N  -0.661  -1.481  -3.616  0.041
H  0.060  -4.301  -2.680  0.000
H  0.327  -2.815  -1.878  0.000
H  0.003  -1.099  -2.957  0.003
H  -0.992  -0.888  -4.364  0.002

Atomic forces in eV per Å
C -1.545 -0.311 -0.975
C 0.836 1.146 1.320
C -2.611 0.681 -0.829
O -0.681 -0.318 -0.142
C 1.957 -0.014 0.394
N 0.613 0.266 -0.417
H 0.686 0.391 0.058
H 0.789 0.160 0.383
H -0.448 -0.413 0.635
H 0.351 0.099 -0.272
H 1.450 0.107 -0.118
H -0.221 -0.295 -0.227
H -0.115 -0.248 0.753
H -0.445 -0.479 -0.470
H -0.246 0.475 -0.728
H 0.006 -0.998 0.160
H -0.124 -0.314 0.394
C -1.446 0.027 -0.436
C 0.932 0.418 1.844
C 0.541 0.536 0.766
O -1.177 -1.236 -0.812
C 0.195 -0.364 0.772
N 2.166 2.009 -1.169
H -0.429 0.018 0.105
H 0.332 -0.086 0.201
H -0.274 0.186 -0.029
H 0.108 -0.530 -0.511
H 0.526 -0.445 -0.116
H -0.721 0.288 -0.600
H 0.195 0.442 -0.252
H 0.184 0.094 -0.169
H -0.195 0.170 -0.277
H 0.786 -1.382 1.130
H -0.826 -0.565 -0.488
C -1.063 -0.086 0.824
C -0.831 -0.108 -1.439
C 2.574 0.085 -0.039
O 0.941 0.654 0.577
C -1.456 1.178 1.467
N 1.161 -0.285 -2.064
H -0.309 -0.050 -0.027
H -0.368 -0.091 -0.088
H 0.069 -0.521 0.229
H -0.473 1.378 0.958
H 0.158 -0.398 0.454
H 0.252 0.195 -0.445
H -0.499 -0.171 -0.606
H 0.096 -0.658 -0.573
H 0.052 0.079 0.187
H 1.053 -0.546 0.372
H -1.346 -0.029 -0.186
C -0.137 -1.065 -0.227
C -0.737 0.955 -1.577
C -0.263 -0.623 0.716
O 0.356 1.463 1.417
C -1.365 -1.092 -1.006
N 1.742 0.044 -0.671
H 0.085 0.416 -0.277
H 0.276 -0.129 0.159
H 0.189 -0.052 0.140
H 0.259 0.622 -0.082
H 0.355 0.219 0.886
H -0.588 -0.865 -0.004
H -0.267 0.027 -0.219
H -0.240 -0.144 0.098
H 0.461 0.124 0.210
H 0.294 0.451 0.685
H -0.463 -0.392 -0.274
C -1.205 0.846 -1.312
O 0.428 -3.727 2.080
N -1.822 0.570 -0.314
N 1.791 1.377 0.047
H -0.105 -0.444 -0.118
H 0.268 0.270 0.061
H 0.497 -0.111 -0.087
H 0.156 0.584 -0.091
C 0.048 -2.664 -4.532
O -1.059 0.873 1.694
N 4.183 2.572 2.174
N -1.429 -0.067 0.165
H -0.203 0.050 0.088
H 0.361 -0.163 0.046
H -1.210 -0.206 1.011
H -0.678 0.006 -0.368
C 2.092 -0.841 0.817
O -0.441 4.055 1.112
N 3.389 -1.158 -0.725
N -5.781 -3.881 -1.802
H 0.370 -0.009 -0.598
H 0.364 0.289 0.316
H 0.419 0.282 0.142
H -0.458 0.785 0.230
C 1.014 -1.079 0.496
O -1.481 2.583 -0.698
N 3.759 -1.124 -1.450
N -3.139 0.247 1.506
H -0.017 0.369 0.123
H -0.236 -0.278 -0.278
H 0.416 0.175 -0.041
H -0.561 -0.853 0.397
C 0.204 -1.832 2.018
O 0.429 0.848 -3.164
N -0.404 -0.281 1.982
N -0.273 2.927 -0.581
H 0.063 -0.494 0.032
H -0.034 -0.181 -0.074
H -0.124 -0.226 0.247
H -0.273 -0.017 0.335
C -0.282 -2.596 -1.207
O -0.660 -1.087 -0.575
N 1.240 -3.025 1.730
N 0.193 6.292 -0.072
H -0.234 0.165 0.015
H -0.140 0.262 -0.393
H -0.326 0.351 0.056
H -0.228 -0.536 0.104

2.
DFT (ωB97M-V/def2-TZVPD) results for a 12-piece molecular cluster, C22H69NO12 overall.

Values from the calculation:
Structure (SMILES): COC[C@H](C)N.CCO.CCO.CCO.CCO.CCO.CCO.CCO.CCO.CCO.O.O
HOMO in eV: -9.3
Kohn-Sham gap in eV: 9.10

Each line ends with the Mulliken charge.
Geometry (Å):
C  -2.342  -3.397  -1.932  -0.534
C  -2.118  -4.311  -3.117  -0.384
O  -2.787  -5.555  -2.869  -0.531
H  -3.354  -2.996  -1.897  0.357
H  -1.624  -2.576  -1.972  -0.034
H  -2.174  -3.889  -0.974  0.308
H  -1.056  -4.544  -3.228  0.293
H  -2.504  -3.856  -4.031  0.224
H  -3.058  -5.937  -3.708  0.313
C  -1.020  0.358  -0.679  -1.079
C  -0.620  0.710  0.748  0.461
O  0.571  0.030  1.076  -0.058
H  -0.346  0.911  -1.338  -0.029
H  -2.085  0.506  -0.827  0.719
H  -0.736  -0.682  -0.856  0.176
H  -1.409  0.445  1.469  0.132
H  -0.593  1.797  0.935  -0.361
H  0.878  0.251  1.973  0.290
C  -1.849  -2.892  2.119  -0.059
C  -3.175  -2.477  2.739  -0.301
O  -4.273  -3.061  2.043  -0.557
H  -0.936  -2.535  2.600  -0.035
H  -1.814  -2.571  1.076  -0.272
H  -1.735  -3.980  2.122  0.515
H  -3.246  -1.390  2.767  0.224
H  -3.253  -2.807  3.782  0.182
H  -4.325  -3.973  2.343  0.319
C  3.729  2.110  -1.970  -1.385
C  2.423  1.379  -1.629  0.433
O  2.705  0.191  -0.908  -0.535
H  4.225  2.338  -1.023  0.257
H  3.471  3.057  -2.438  0.364
H  4.408  1.456  -2.515  0.379
H  1.828  1.177  -2.521  0.194
H  1.945  2.085  -0.937  -0.100
H  1.924  0.000  -0.365  0.222
C  -1.298  -2.531  6.397  -1.444
C  -0.594  -1.451  5.619  0.470
O  0.534  -2.074  5.003  -0.533
H  -2.180  -2.151  6.922  0.379
H  -0.586  -2.948  7.107  0.372
H  -1.721  -3.322  5.777  0.262
H  -0.203  -0.595  6.188  0.189
H  -1.191  -0.998  4.813  0.011
H  0.880  -1.453  4.350  0.118
C  2.402  1.383  5.723  -1.248
C  2.546  1.069  4.235  -0.005
O  1.279  0.633  3.697  0.381
H  2.168  0.476  6.278  0.269
H  1.600  2.108  5.873  0.236
H  3.324  1.823  6.109  0.441
H  3.234  0.234  4.105  0.286
H  2.897  1.949  3.689  -0.033
H  0.633  1.336  3.915  -0.237
C  1.631  4.266  2.140  -0.850
C  2.851  3.847  1.356  0.026
O  4.007  4.302  2.026  -0.598
H  0.713  3.786  1.804  -0.087
H  1.479  5.347  2.154  0.428
H  1.726  4.007  3.198  0.292
H  2.791  4.317  0.365  0.418
H  2.855  2.762  1.202  0.049
H  4.796  4.168  1.496  0.317
C  3.913  -2.124  1.334  -1.103
C  2.986  -2.600  2.467  0.722
O  3.066  -4.009  2.590  -0.594
H  4.943  -2.263  1.659  0.334
H  3.763  -1.070  1.082  0.194
H  3.754  -2.639  0.385  0.380
H  1.949  -2.312  2.270  -0.286
H  3.319  -2.107  3.377  0.047
H  2.686  -4.428  1.817  0.354
C  -1.508  4.680  -0.601  -0.838
C  -2.277  3.778  -1.545  -0.058
O  -3.645  3.618  -1.189  -0.627
H  -1.748  4.444  0.439  0.083
H  -1.696  5.747  -0.725  0.424
H  -0.436  4.554  -0.756  0.219
H  -1.741  2.859  -1.794  0.059
H  -2.279  4.270  -2.532  0.409
H  -4.069  3.027  -1.819  0.295
C  -0.646  -1.336  -9.307  -1.465
C  -0.908  -0.617  -8.014  0.692
C  -0.700  -1.474  -6.776  -0.767
O  -0.932  -0.686  -5.641  -0.362
C  -0.544  -1.303  -4.435  0.066
N  -0.020  0.576  -7.901  -0.821
H  0.422  -1.553  -9.413  0.358
H  -0.883  -0.765  -10.203  0.359
H  -1.178  -2.290  -9.287  0.329
H  -1.906  -0.165  -8.007  0.316
H  0.305  -1.913  -6.783  0.356
H  -1.408  -2.316  -6.776  0.274
H  -0.841  -0.713  -3.573  -0.041
H  0.534  -1.492  -4.391  0.303
H  -1.053  -2.272  -4.407  -0.129
H  0.053  0.918  -6.943  0.258
H  -0.500  1.389  -8.290  0.259
O  -0.527  2.756  3.952  -0.492
H  -0.897  2.852  4.841  0.241
H  -1.144  3.221  3.375  0.202
O  -3.596  2.323  1.361  -0.614
H  -3.553  2.826  0.524  0.370
H  -3.304  2.943  2.035  0.279

Atomic forces in eV per Å
C 0.193 0.249 0.149
C -0.203 -0.678 0.517
O -0.220 0.174 -0.051
H -0.006 0.017 -0.127
H -0.145 0.130 -0.051
H 0.058 -0.301 -0.159
H 0.106 0.283 -0.163
H 0.090 0.052 -0.070
H 0.051 -0.034 0.010
C 1.124 -0.085 0.640
C -1.163 -0.034 1.007
O 0.463 0.064 -0.498
H -0.533 0.266 -0.337
H 0.054 0.170 -0.325
H -0.395 -0.142 0.156
H -0.035 -0.473 -0.298
H 0.598 0.051 -0.505
H -0.068 0.101 0.050
C 0.269 -0.394 -0.306
C 0.461 -0.434 0.572
O 0.024 0.443 -0.111
H -0.271 0.361 0.278
H -0.044 0.047 0.011
H -0.214 -0.026 -0.031
H -0.413 -0.011 -0.355
H 0.306 0.108 0.072
H -0.063 -0.023 -0.129
C -0.377 -0.706 0.677
C 0.951 0.560 0.803
O -0.066 0.038 -0.337
H 0.009 0.028 -0.014
H 0.320 -0.082 -0.443
H -0.058 0.321 -0.427
H -0.163 0.090 -0.028
H -0.725 -0.122 -0.319
H 0.066 -0.085 0.219
C -0.620 0.422 0.441
C 0.598 0.222 -1.186
O 0.128 -0.120 -0.174
H 0.277 0.218 0.237
H -0.164 -0.164 0.062
H 0.500 -0.012 -0.319
H -0.423 -0.263 0.555
H -0.371 -0.231 0.275
H 0.079 0.056 0.060
C 0.151 0.003 -0.383
C -0.407 -0.114 0.411
O 0.121 0.297 0.262
H -0.006 -0.008 0.060
H -0.020 0.066 0.050
H -0.048 -0.080 0.022
H 0.052 0.131 -0.189
H 0.087 -0.124 -0.051
H 0.124 -0.314 -0.331
C -0.117 0.215 0.920
C -0.330 0.213 -0.694
O 0.037 0.104 0.558
H 0.105 -0.045 -0.320
H 0.104 0.008 -0.330
H 0.154 -0.218 -0.093
H 0.043 -0.151 -0.077
H 0.102 -0.045 0.133
H -0.056 -0.123 -0.188
C -0.226 0.440 0.207
C 0.146 0.149 -1.547
O 0.250 -0.119 0.904
H 0.078 -0.067 -0.179
H 0.017 0.025 0.259
H -0.082 -0.299 0.145
H -0.031 0.171 0.044
H -0.103 -0.438 0.353
H -0.082 0.157 -0.174
C -0.114 -0.119 0.477
C 0.360 0.999 -2.069
O 0.251 -0.238 0.745
H 0.175 -0.111 0.013
H -0.350 -0.096 -0.191
H -0.009 -0.191 0.061
H -0.262 -0.373 0.839
H 0.077 0.150 0.118
H 0.021 0.009 -0.018
C 0.534 -0.672 -0.008
C 0.197 1.949 0.574
C -0.368 -0.417 -0.374
O 0.211 0.819 0.345
C -0.163 -0.846 -0.435
N 0.197 0.765 0.002
H -0.028 -0.056 0.254
H -0.408 0.091 0.151
H -0.101 0.057 -0.353
H -0.417 -0.841 0.103
H 0.151 0.207 0.061
H 0.002 -0.038 -0.105
H -0.117 0.233 -0.157
H 0.070 0.112 -0.060
H 0.127 -0.043 0.404
H 0.034 -0.820 0.154
H 0.154 -0.394 -0.578
O -0.302 0.124 0.433
H 0.033 -0.019 -0.152
H 0.130 -0.113 -0.054
O 0.263 0.122 -0.122
H -0.237 -0.128 0.142
H -0.160 -0.008 -0.002

Let's list electronic energy in order: -2507.26930, -1837.10729 Ha.
Let's list molar mass in order: 716.9, 539.8 g/mol.
Let's list ΔE to the lowest compared entry with this formula, charge and spin in order: 0.0, 46.6 kcal/mol.